[1]
This record from OMol25 describes a molecular structure, C16H31AlB2Cl4F2NNaO12PS2 in a non-equilibrium geometry. The level of theory is ωB97M-V with the def2-TZVPD basis set.

```
! RIJCOSX wB97M-V def2-TZVPD def2/J DEFGRID3
* xyz 1 1
C 4.77886 -0.15338 0.02568
C 3.93338 0.99072 0.73263
C 3.63238 2.18141 -0.22737
C 2.51007 3.15496 0.27347
B 1.09078 2.48460 0.56487
P 0.32070 0.98916 -0.34754
O -0.15104 -0.11394 0.85098
O 1.39427 0.12810 -1.36867
S -1.33222 1.54438 -1.25683
H 4.37629 -1.12675 0.38649
H 4.59914 -0.12634 -1.07099
H 5.84795 -0.10587 0.30360
H 3.03345 0.49517 1.16232
H 4.51499 1.40684 1.58877
H 3.45039 1.84363 -1.28194
H 4.57081 2.78386 -0.29079
H 2.85477 3.59906 1.24064
H 2.34697 4.01852 -0.41960
H 0.44082 2.93844 1.45225
H 0.34883 -0.92939 0.67372
H 1.77963 0.72735 -2.04408
Na 0.86973 0.91003 -3.23193
B 4.63157 5.73544 -5.52735
O 5.39000 5.05425 -4.45655
C 4.74552 3.95107 -4.13227
O 5.08330 3.15987 -3.29442
C 3.52763 3.84195 -4.96859
O 2.69099 2.94562 -4.93913
O 3.43971 4.85940 -5.78070
F 5.39352 5.83349 -6.68736
F 4.20492 6.99239 -5.10741
Al 1.39834 3.88003 -6.48185
C 5.42034 -3.06354 -4.08967
S 3.62730 -3.22468 -4.14777
O 3.07030 -1.87086 -4.46142
C 3.40648 -3.49970 -2.38002
H 5.77730 -2.84631 -5.09511
H 5.69858 -2.24865 -3.42011
H 5.85683 -4.00120 -3.74501
H 3.81405 -2.65666 -1.81958
H 3.90894 -4.42300 -2.09141
H 2.33964 -3.59017 -2.17822
C -5.40621 -2.73121 1.01955
C -3.85591 -2.76306 1.06443
C -3.31695 -1.32615 0.78102
O -3.43243 -3.54621 0.10529
H -5.79463 -2.39774 0.05595
H -5.82261 -3.71927 1.22740
H -5.78788 -2.04315 1.77994
H -3.58135 -2.99156 2.10868
H -3.63129 -0.94862 -0.19374
H -2.23535 -1.29972 0.81887
H -3.69407 -0.63561 1.54107
N -4.28874 -5.44372 3.28079
C -5.18993 -4.81206 4.09839
C -5.21416 -5.48377 5.30518
C -4.29666 -6.54678 5.21013
C -3.73564 -6.49703 3.94683
H -4.06924 -5.17380 2.33795
H -5.73534 -3.94712 3.75820
H -5.82630 -5.23047 6.15505
H -4.06493 -7.27123 5.97346
H -2.99545 -7.12183 3.47477
C -3.32944 1.95158 4.11877
Cl -2.19439 1.41338 2.87064
Cl -4.74309 2.68142 3.36867
Cl -3.79543 0.59936 5.16039
H -2.83582 2.69954 4.72969
O -6.51583 7.32941 2.34522
Cl -5.95433 6.02590 2.59884
O -4.84358 5.79742 1.70015
O -6.96394 5.01311 2.38350
O -5.48530 5.94968 3.96322
*
```

As for the total energy: -5217.9646 Ha. The value obtained for the LUMO energy is -8.5 eV. The value obtained for the HOMO-LUMO gap is 1.4 eV. The highest occupied orbital energy is -9.90 eV.

---

[2]
This record from OMol25 describes a molecular structure, C16H31BF4GeMoNS2Si3. The level of theory is ωB97M-V with the def2-TZVPD basis set.

```
! RIJCOSX wB97M-V def2-TZVPD def2/J DEFGRID3
* xyz 2 4
Mo 0.82883 -0.54811 -1.56164
S -0.65262 -2.13761 -2.51706
C -1.34681 -0.59589 -2.96452
N -0.61043 0.45433 -2.60191
C -1.18712 1.67402 -2.97125
C -0.65901 2.94528 -2.78628
C -1.40226 4.01705 -3.24331
C -2.63790 3.83145 -3.87133
C -3.16234 2.56786 -4.06621
C -2.41679 1.48870 -3.60652
S -2.80516 -0.21420 -3.72938
H 0.30667 3.08871 -2.32025
H -1.01616 5.01994 -3.12298
H -3.19037 4.69321 -4.21923
H -4.11352 2.42753 -4.56083
F 2.67963 -0.79467 -1.53375
B 3.06499 0.32578 -3.86551
F 2.67527 1.42599 -3.22857
F 2.10657 -0.54230 -4.18110
F 4.31370 0.09392 -4.13029
C 1.69293 -2.13786 3.17861
Si 2.44532 -1.96555 1.49986
C 2.52702 -3.48674 0.46979
C 3.78003 -0.70729 1.34943
Ge 0.04349 -0.64545 0.84688
Si 0.28505 1.67491 1.50157
C -1.36693 2.40619 1.02269
C 0.61474 1.77498 3.33157
C 1.68463 2.41156 0.49774
Si -1.83691 -2.04180 1.49829
C -3.18825 -1.30199 0.44106
C -2.15709 -1.74582 3.30684
C -1.46781 -3.81940 1.09716
H 2.50901 -2.49815 3.82220
H 0.89421 -2.87699 3.21193
H 1.35335 -1.19419 3.60823
H 3.43555 -4.02883 0.76010
H 2.62183 -3.27888 -0.59524
H 1.67228 -4.13927 0.64669
H 4.73682 -1.24096 1.33739
H 3.77436 -0.03121 2.20493
H 3.73548 -0.13074 0.42679
H -2.16505 2.05211 1.67780
H -1.65273 2.19039 -0.00961
H -1.31625 3.49430 1.12219
H -0.11688 1.21114 3.91280
H 0.54878 2.81843 3.65188
H 1.61458 1.42155 3.59015
H 1.71511 2.09492 -0.55245
H 2.65907 2.17294 0.92744
H 1.59394 3.50108 0.48328
H -3.43733 -0.28921 0.76232
H -4.08758 -1.91525 0.55004
H -2.94178 -1.28362 -0.62176
H -2.30292 -0.68654 3.52578
H -1.36768 -2.12815 3.95431
H -3.07995 -2.26341 3.58456
H -1.07167 -3.95096 0.08900
H -2.39153 -4.40041 1.16132
H -0.76438 -4.25685 1.80838
*
```

As for the total energy: -4917.0236 Ha. The relative energy (zero: lowest compared OMol25 entry of this formula, charge and spin) comes out at 1.867 eV. The value obtained for the LUMO energy (alpha / beta) is -7.8 / -9.1 eV. The value obtained for the HOMO-LUMO gap (alpha / beta) is 6.6 / 5.5 eV. The highest occupied orbital energy (alpha / beta) is -14.41 / -14.56 eV.

---

[3]
This record from OMol25 describes 6 unconnected molecules or ions with the total composition C16H31Br10INO2P in a non-equilibrium geometry. The level of theory is ωB97M-V with the def2-TZVPD basis set.

```
! RIJCOSX wB97M-V def2-TZVPD def2/J DEFGRID3
* xyz 0 1
N 6.40937 0.99843 0.43215
C 5.79694 1.24501 -0.63433
C 4.85470 2.36804 -0.76942
C 3.44357 1.87740 -0.97269
C 3.00078 0.63788 -0.23293
O 1.66515 0.49291 -0.72202
C 1.14040 1.82850 -0.80300
P -0.30453 1.95468 0.37321
O -0.01493 0.80088 1.49502
I -2.08636 0.94527 -0.99676
C 2.28544 2.79797 -0.50030
H 6.99345 0.17676 0.27738
H 5.92995 0.63360 -1.52266
H 5.17162 2.90913 -1.65388
H 4.95287 3.05060 0.06287
H 3.17856 1.70834 -2.01233
H 2.85553 0.88814 0.81314
H 3.62294 -0.23127 -0.35580
H 0.79084 2.06897 -1.80389
H -0.31365 -0.05810 1.14060
H 2.46207 2.99001 0.54278
H 2.30918 3.67795 -1.12231
Br -0.66464 3.49058 -4.18781
C -1.60055 1.86132 -4.69876
C -1.56476 1.64226 -6.18659
Br -2.79881 2.82159 -7.12121
H -2.60943 1.94766 -4.30989
H -1.08322 1.05690 -4.18083
H -1.89018 0.63299 -6.42779
H -0.58234 1.81795 -6.61139
Br 0.22274 -1.84022 3.85503
C -0.72776 -3.44713 3.31470
C -0.70132 -3.62782 1.82171
Br -1.92909 -2.40962 0.92318
H -1.73547 -3.36325 3.70715
H -0.21392 -4.27046 3.80547
H -1.03708 -4.62682 1.55240
H 0.27952 -3.44822 1.39480
Br -6.17511 -4.84939 -0.99472
C -5.77124 -3.10750 -0.22515
C -6.28810 -1.98373 -1.08076
Br -5.16869 -1.70355 -2.65026
H -4.69576 -3.06873 -0.08564
H -6.26577 -3.10109 0.74349
H -6.25398 -1.04737 -0.53649
H -7.29643 -2.15490 -1.44003
Br 7.63571 -1.37995 3.82874
C 9.27523 -0.35964 4.05907
C 9.60413 0.44830 2.83328
Br 10.32752 -0.67245 1.41458
H 10.05435 -1.07009 4.31341
H 9.09050 0.29509 4.90755
H 10.38417 1.17339 3.05375
H 8.73918 0.95940 2.42144
Br -9.23381 -2.27028 1.25198
C -8.86813 -0.52355 2.03088
C -9.39363 0.59267 1.16933
Br -8.27189 0.88001 -0.39400
H -7.79475 -0.46559 2.17843
H -9.36667 -0.52669 2.99733
H -9.37753 1.53286 1.71566
H -10.39694 0.40397 0.80312
*
```

As for the total energy: -27212.6802 Ha. The value obtained for the LUMO energy is 0.4 eV. The value obtained for the HOMO-LUMO gap is 8.8 eV. Its structure (SMILES) is [H]/N=C/C[C@H]1CO[C@@H](P(O)I)C1.BrCCBr.BrCCBr.BrCCBr.BrCCBr.BrCCBr. The highest occupied orbital energy is -8.47 eV.

---

[4]
This record from OMol25 describes 7 unconnected molecules or ions with the total composition C16H31Br12FO3S in a non-equilibrium geometry. The level of theory is ωB97M-V with the def2-TZVPD basis set.

```
! RIJCOSX wB97M-V def2-TZVPD def2/J DEFGRID3
* xyz 0 1
O -4.37702 -3.70689 -3.88460
C -3.22453 -3.95227 -3.60289
O -2.21876 -3.01039 -3.63252
S -2.43595 -1.80368 -2.47334
O -2.83448 -5.18164 -3.24863
C -1.42730 -5.44903 -3.16808
C -0.80550 -5.05324 -1.83508
C -1.67459 -5.33271 -0.63502
F -1.19910 -4.52900 0.40024
H -2.14836 -2.46357 -1.33055
H -1.28239 -6.50644 -3.33467
H -0.88850 -4.94992 -3.95855
H -0.64782 -3.98241 -1.85854
H 0.15297 -5.54420 -1.74942
H -2.70962 -5.08390 -0.79816
H -1.60712 -6.34933 -0.27692
Br 1.62839 -0.45968 -3.48376
C 0.78037 1.28237 -3.28156
C 0.79817 1.74117 -1.85036
Br -0.52334 0.79577 -0.78200
H -0.22403 1.18822 -3.68058
H 1.35921 1.96187 -3.90332
H 0.52960 2.79237 -1.78084
H 1.75523 1.58392 -1.36979
Br 2.94366 4.80082 -2.91223
C 1.49712 5.90903 -2.22776
C 1.73195 6.30833 -0.79554
Br 1.39760 4.81375 0.40543
H 0.58241 5.34066 -2.35881
H 1.47185 6.78743 -2.86786
H 1.03458 7.09008 -0.50161
H 2.74272 6.63960 -0.60373
Br 4.03472 1.10132 0.04392
C 4.12752 -0.55928 1.05246
C 2.85157 -1.35068 0.94367
Br 1.44297 -0.58478 2.04312
H 4.36402 -0.28890 2.07569
H 4.95893 -1.11212 0.62161
H 2.99996 -2.35886 1.32344
H 2.46792 -1.39927 -0.07149
Br -0.18900 1.04768 4.98643
C -0.32139 2.77414 4.09902
C 1.01862 3.27642 3.63452
Br 2.08591 3.97964 5.10402
H -0.80672 3.44915 4.79543
H -0.97148 2.60529 3.24326
H 0.89128 4.11157 2.95051
H 1.61225 2.50331 3.15606
Br 4.00211 7.59009 1.71963
C 2.83749 7.60252 3.28033
C 1.45167 8.07877 2.94338
Br 1.38411 10.00802 2.69597
H 3.32588 8.21953 4.02613
H 2.80691 6.57069 3.62608
H 0.76946 7.86689 3.76322
H 1.06981 7.63281 2.03163
Br -4.20461 -7.34389 -1.51423
C -4.78076 -8.70279 -0.24709
C -5.06580 -8.10854 1.10518
Br -3.42496 -7.68243 2.06008
H -4.00120 -9.45603 -0.21655
H -5.68443 -9.13370 -0.67166
H -5.59131 -8.82370 1.73346
H -5.63888 -7.18996 1.04381
*
```

As for the total energy: -32240.1744 Ha. The value obtained for the LUMO energy is 0.2 eV. The value obtained for the HOMO-LUMO gap is 9.7 eV. Its structure (SMILES) is O=C(OS)OCCCF.BrCCBr.BrCCBr.BrCCBr.BrCCBr.BrCCBr.BrCCBr. The highest occupied orbital energy is -9.46 eV.

---

[5]
This record from OMol25 describes a molecular structure, C16H31CdF3P2 in a non-equilibrium geometry. The level of theory is ωB97M-V with the def2-TZVPD basis set.

```
! RIJCOSX wB97M-V def2-TZVPD def2/J DEFGRID3
* xyz 0 1
P 0.65393 -1.12959 -0.83131
P 1.14637 1.80978 -0.19214
C 1.10721 -0.07308 -2.29721
C 1.88127 1.15863 -1.82558
H 0.15927 0.15955 -2.82409
H 1.67658 -0.76750 -2.94024
H 2.93280 0.88543 -1.65910
H 1.82231 1.96372 -2.56240
C -0.17323 2.78194 -1.19871
H -0.65817 3.54447 -0.56608
H -0.98300 2.17644 -1.64315
H 0.29715 3.30549 -2.05472
C 2.01035 3.40844 0.28696
H 1.28547 4.23823 0.15974
H 2.94671 3.61838 -0.29247
H 2.25805 3.40880 1.36134
C -0.26114 -2.31107 -1.99768
H -0.43325 -3.27656 -1.50970
H 0.28982 -2.49209 -2.93723
H -1.24953 -1.90654 -2.25967
C 2.10631 -2.18830 -0.59161
H 3.00792 -1.58827 -0.44733
H 2.21539 -2.85364 -1.44944
H 1.93593 -2.78766 0.30653
Cd 2.88489 0.63454 1.14588
C -2.27933 0.66850 -0.15505
C -2.70538 0.14139 -1.31282
C -3.77238 -0.89060 -1.56634
C -3.91107 -1.72657 -0.24551
C -2.69213 -2.51336 0.04602
C -1.61214 -2.20268 0.77764
C -1.41503 -1.01581 1.64843
C -2.16526 0.26793 1.29160
C 3.39743 -0.70683 2.69772
H -1.75591 1.63709 -0.25513
H -2.16013 0.50873 -2.18954
H -3.61619 -1.40882 -2.54324
H -4.73814 -0.39836 -1.79574
H -4.10137 -1.00125 0.55255
H -4.77500 -2.39605 -0.32383
H -2.66597 -3.51049 -0.43038
H -0.81865 -2.93775 0.68041
H -0.36056 -0.78537 1.81712
H -1.77594 -1.28931 2.64169
H -3.08286 0.29241 1.90535
H -1.50333 1.06038 1.70975
H 4.43094 -0.68362 3.08564
H 3.05655 -1.72864 2.50295
H 2.74272 -0.25781 3.47486
F 1.19380 1.74444 3.60574
C 2.52761 2.10135 3.36502
F 2.53135 3.47614 3.30993
F 3.16697 1.83540 4.52460
*
```

As for the total energy: -1778.0389 Ha. The relative energy (zero: lowest compared OMol25 entry of this formula, charge and spin) comes out at 0.707 eV. The value obtained for the LUMO energy is -1.1 eV. The value obtained for the HOMO-LUMO gap is 6.2 eV. The highest occupied orbital energy is -7.31 eV.

---

[6]
This record from OMol25 describes a molecular structure, C16H31CuNP2S in a non-equilibrium geometry. The level of theory is ωB97M-V with the def2-TZVPD basis set.

```
! RIJCOSX wB97M-V def2-TZVPD def2/J DEFGRID3
* xyz 0 2
P -1.94055 1.02549 -0.74076
P -0.68525 -2.04209 -1.14433
C -2.65753 -0.19528 -1.96469
C -2.40534 -1.66746 -1.67847
H -2.30519 0.09503 -2.96316
H -3.73372 0.00151 -1.95813
H -3.08565 -2.07423 -0.91981
H -2.56382 -2.26139 -2.58244
C -0.00936 -2.08592 -2.87350
H 1.04356 -2.38849 -2.86641
H -0.11047 -1.10604 -3.35119
H -0.58527 -2.80757 -3.43798
C -0.87482 -3.81833 -0.84960
H -1.21322 -4.26847 -1.78369
H -1.62111 -3.99613 -0.06693
H 0.08329 -4.26320 -0.56327
C -2.63205 2.49186 -1.55955
H -2.42199 3.38688 -0.96252
H -3.71359 2.33897 -1.62966
H -2.20380 2.58393 -2.56714
C -3.23338 0.66585 0.50232
H -3.19451 -0.38281 0.84354
H -4.19809 0.83712 0.00855
H -3.15089 1.35407 1.35506
Cu 1.23312 2.33663 3.18327
C 1.77584 -1.74065 0.68097
C 2.24304 -1.02807 -0.37466
C 1.61853 0.01895 -1.23165
C 1.26273 1.49428 -0.90085
C 0.51448 1.88970 0.30823
C 0.06069 1.16534 1.42021
C -0.29601 -0.30609 1.29274
C 0.63427 -1.44667 1.67651
C 3.43182 2.98110 3.97882
H 2.42782 -2.54536 1.03597
H 3.30333 -1.17601 -0.62311
H 0.66574 -0.36341 -1.64090
H 2.26340 0.05974 -2.12500
H 2.16684 2.11509 -1.09124
H 0.52040 1.84630 -1.65883
H 0.35185 2.96530 0.38639
H -0.84081 1.69059 1.81015
H -0.42589 -0.43016 0.17866
H -1.29990 -0.47132 1.74281
H 0.96128 -1.29522 2.72715
H 0.04895 -2.39100 1.71864
H 3.65650 3.11144 5.04321
H 2.43236 3.43992 3.79773
H 4.18092 3.52269 3.38925
S 3.45045 1.18739 3.64421
C 4.99302 1.06952 2.90377
N 6.07801 0.87665 2.48132
*
```

As for the total energy: -3404.0976 Ha. The relative energy (zero: lowest compared OMol25 entry of this formula, charge and spin) comes out at 4.304 eV. The value obtained for the LUMO energy (alpha / beta) is 0.5 / 0.0 eV. The value obtained for the HOMO-LUMO gap (alpha / beta) is 5.7 / 7.5 eV. The highest occupied orbital energy (alpha / beta) is -5.19 / -7.56 eV.